No. 1
The following is a quantum chemistry calculation of a structure of composition C44H116AgF3N10O12 at a distorted geometry, from the Open Molecules 2025 dataset.

```
186
Properties=species:S:1:pos:R:3:forces:R:3
Ag -4.2465 -1.4924 4.5551 0.4 0.1 -0.4
C -0.8207 -0.1708 -0.1069 -3.9 -0.8 0.8
O -0.3761 -1.5173 -0.3319 0.2 1.3 0.1
O -2.1372 -0.3361 0.5039 3.7 1.4 -0.5
C 0.2915 0.7573 0.4780 -0.5 -1.7 2.3
F 0.8612 0.2401 1.5847 -0.1 -0.5 1.0
F 1.3159 0.9863 -0.2960 1.5 -0.3 -2.5
F -0.1153 1.9625 0.7935 -1.6 1.3 0.5
C 0.4443 -1.7700 -1.4335 0.4 -1.8 -0.3
C 0.7734 -3.2657 -1.3353 0.8 0.0 1.1
H 1.3992 -3.6848 -2.1232 -0.3 0.2 -0.4
H 1.3626 -3.4155 -0.4306 0.0 -0.1 0.2
H -0.1342 -3.8488 -1.1790 -0.1 0.1 -0.3
H 1.3582 -1.1771 -1.3984 0.0 0.1 -0.4
H -0.0591 -1.7521 -2.4001 -0.4 1.2 -0.2
H -0.9802 0.4292 -1.0028 -0.3 -0.5 -1.1
C -5.2049 5.4437 4.2148 1.1 -0.3 -0.3
C -5.1878 4.4378 5.3841 -0.7 1.2 0.8
C -5.9944 4.9846 6.5570 0.0 -1.1 1.0
O -6.0431 4.0042 7.6414 0.1 0.1 -0.5
C -6.7634 4.4538 8.7855 1.0 1.1 -0.5
N -5.7203 3.1615 5.0021 0.6 -0.4 -0.3
H -6.1702 5.7381 3.8030 -0.2 0.2 0.6
H -4.7063 4.9781 3.3647 0.0 -0.4 -0.1
H -4.5268 6.2800 4.3847 -0.5 0.4 0.3
H -4.1536 4.3019 5.7002 0.1 0.0 0.1
H -7.0343 5.1483 6.2742 -0.1 0.3 -0.3
H -5.5301 5.9258 6.8513 -0.1 0.2 0.5
H -6.2286 5.3518 9.0945 -0.3 0.4 0.4
H -6.7183 3.7877 9.6472 0.1 -0.5 -0.5
H -7.7981 4.7158 8.5646 -0.2 -0.1 -0.1
H -6.6880 3.3207 4.7607 -0.2 -0.3 -0.4
H -5.1771 3.0289 4.1610 -0.5 -1.0 -0.6
C 7.3252 -3.3780 -1.1217 0.7 0.7 -0.7
C 7.3363 -4.8654 -1.2673 -1.1 0.1 -1.0
C 8.6034 -5.3886 -1.9119 0.2 -0.3 -0.8
O 8.4206 -5.3351 -3.3278 -0.1 1.4 -0.6
C 9.6084 -5.0867 -4.0570 0.7 -1.3 0.8
N 7.0863 -5.4336 -0.0016 0.6 -1.8 1.8
H 6.5823 -3.0119 -0.4131 -0.2 -0.1 -0.2
H 7.1979 -2.9497 -2.1159 -0.2 0.4 0.1
H 8.3032 -3.0615 -0.7592 0.0 0.2 0.2
H 6.5096 -5.1691 -1.9095 0.1 0.1 -0.7
H 8.8559 -6.4359 -1.7457 -0.3 -0.3 0.8
H 9.4686 -4.8231 -1.5659 0.1 0.3 -0.2
H 10.3240 -5.8179 -3.6808 0.5 -0.3 -0.2
H 10.1163 -4.1372 -3.8878 -0.6 0.5 0.0
H 9.4956 -5.2929 -5.1213 -0.5 0.2 0.1
H 6.1028 -5.4405 0.2278 -0.1 0.4 0.0
H 7.3064 -6.4119 -0.1222 0.1 -0.4 0.6
C -1.5516 9.3859 -1.1673 1.4 0.0 -0.5
C -0.0913 9.6825 -1.6773 -2.3 0.3 -0.1
C 0.0366 9.3695 -3.1827 1.0 -0.3 0.7
O -0.2757 8.0591 -3.5421 -1.5 -0.9 0.0
C 0.3830 7.0379 -2.8457 0.8 0.8 0.2
N 0.2021 11.0883 -1.4411 0.8 0.0 -0.3
H -1.8649 8.3551 -1.3328 0.0 0.0 0.3
H -2.2335 10.0279 -1.7248 -0.1 0.1 0.2
H -1.4981 9.6716 -0.1167 -0.6 -0.2 0.1
H 0.5980 9.1113 -1.0555 0.2 -0.1 -0.3
H 1.0899 9.5267 -3.4152 0.3 0.4 -0.3
H -0.6077 9.9468 -3.8457 0.1 0.5 0.4
H 0.2753 7.0766 -1.7617 -0.7 -0.1 0.2
H 1.4452 7.2536 -2.9615 0.5 -0.7 -0.3
H 0.0563 6.0732 -3.2337 0.2 0.2 0.0
H -0.4743 11.7085 -1.8630 -0.1 -0.1 0.0
H 0.2601 11.2754 -0.4502 -0.1 0.1 0.0
C 1.6336 -4.6413 5.7895 0.9 0.5 -1.0
C 0.2288 -4.5101 5.1673 0.8 0.5 1.5
C -0.7762 -5.3636 5.9661 0.8 -0.3 -2.0
O -0.3734 -6.7644 5.9895 -0.1 0.6 0.0
C -0.0239 -7.3857 4.7302 -0.6 1.0 0.1
N -0.2045 -3.1002 5.1646 -0.6 -0.3 -0.1
H 2.2421 -3.8142 5.4239 0.0 0.2 -0.3
H 2.1853 -5.5051 5.4186 -0.2 -0.3 0.4
H 1.7645 -4.5397 6.8668 -0.7 -0.4 0.2
H 0.2919 -4.8011 4.1188 -0.2 -0.3 0.1
H -1.7189 -5.1752 5.4523 -0.5 -0.6 -0.1
H -0.9000 -4.9303 6.9586 0.4 -0.6 0.3
H -0.6961 -7.0719 3.9316 -0.6 -0.2 0.1
H -0.0605 -8.4689 4.8464 -0.1 0.2 0.2
H 0.9395 -7.0966 4.3102 0.5 0.0 0.6
H 0.2300 -2.6205 4.3892 0.0 0.1 -0.1
H 0.1101 -2.6346 6.0038 0.0 0.1 0.2
C -6.3205 -4.4961 -0.5609 -0.6 0.0 -0.9
C -5.3575 -5.6006 -0.1876 2.1 1.2 1.0
C -4.6555 -6.1775 -1.4276 -0.2 -1.8 0.5
O -3.8458 -7.3246 -1.0541 0.1 0.8 0.1
C -3.1593 -7.8656 -2.1932 -1.4 0.3 0.7
N -4.3610 -4.9215 0.7163 0.1 0.3 0.0
H -7.1542 -4.8252 -1.1812 -0.1 -0.4 0.1
H -5.8055 -3.7937 -1.2163 0.2 0.3 0.2
H -6.7570 -3.9569 0.2798 0.3 -0.2 0.1
H -5.7896 -6.3228 0.5051 -0.3 -0.5 -0.8
H -4.0209 -5.4751 -1.9680 0.0 0.5 0.3
H -5.4041 -6.5253 -2.1394 -0.3 -0.1 -0.2
H -2.4552 -8.6316 -1.8686 0.1 0.4 0.1
H -2.7296 -7.0360 -2.7547 0.5 -0.2 -0.2
H -3.9405 -8.3462 -2.7821 0.2 -0.2 -0.6
H -3.4970 -5.4122 0.8976 -0.2 -1.0 0.0
H -3.9795 -4.0953 0.2782 -0.4 0.5 -0.3
C -8.6428 3.3208 -3.6790 1.6 0.7 1.3
C -7.1832 3.2387 -3.0343 -0.5 -0.5 -1.2
C -6.6192 4.5580 -2.4882 -1.2 0.1 -0.3
O -6.6418 5.6980 -3.3366 0.7 -1.0 -0.7
C -5.6887 5.5555 -4.4078 -0.8 0.8 0.0
N -7.1902 2.3074 -1.9203 -0.5 -0.5 1.0
H -8.6850 4.0660 -4.4733 0.2 -0.3 -0.3
H -9.3003 3.7227 -2.9081 -0.1 -0.2 0.2
H -8.9842 2.3296 -3.9774 0.0 0.2 -0.1
H -6.5090 2.7325 -3.7251 0.2 0.8 -0.9
H -5.6097 4.3970 -2.1099 0.2 -0.1 0.2
H -7.3141 4.7807 -1.6785 0.3 0.3 0.3
H -4.7334 5.1649 -4.0570 0.1 0.1 0.1
H -5.5906 6.5504 -4.8420 0.4 0.1 0.3
H -6.0415 4.9610 -5.2505 -0.3 -0.5 0.2
H -7.2136 1.3681 -2.2908 -0.3 -0.2 0.0
H -6.3067 2.3186 -1.4311 0.2 0.3 0.2
C -1.3446 11.2724 4.8657 0.5 -1.0 -0.6
C 0.1549 10.9192 4.7108 0.6 1.3 1.0
C 0.5053 9.4479 4.5673 -0.5 -0.2 0.5
O 1.8941 9.2037 4.4249 -0.2 1.4 0.8
C 2.2900 7.9948 3.8641 -0.2 0.1 -1.5
N 0.7100 11.6172 3.5713 0.3 -0.1 -1.5
H -1.8765 10.8355 5.7108 0.5 0.2 0.4
H -1.8802 10.8438 4.0186 0.0 0.3 -0.4
H -1.4315 12.3589 4.8584 -0.2 -0.1 0.1
H 0.7211 11.3731 5.5241 -0.3 -0.6 1.1
H -0.0891 9.1372 3.7080 0.2 -0.6 -0.3
H 0.2124 8.9227 5.4764 -0.6 -0.2 0.0
H 2.1748 8.1072 2.7860 0.2 -0.2 -0.5
H 1.6658 7.1247 4.0677 0.1 -0.1 0.8
H 3.3539 7.8692 4.0650 -0.2 -0.3 0.3
H 0.8053 12.6150 3.6954 -0.5 0.2 0.3
H 1.6719 11.3119 3.5292 0.3 -0.2 -0.4
C 4.7765 -9.2048 -5.9602 -0.4 0.0 -0.8
C 6.0319 -9.8580 -6.4971 0.0 -0.3 -1.0
C 6.4525 -9.2813 -7.8863 -1.6 -0.7 0.0
O 5.3707 -9.5906 -8.7895 0.8 -0.5 1.1
C 5.5600 -9.1221 -10.0722 -0.6 1.0 -0.8
N 7.0168 -9.6997 -5.4962 1.9 0.8 1.1
H 4.4488 -9.6743 -5.0326 0.0 -0.1 -0.2
H 4.0209 -9.2732 -6.7429 -0.3 0.1 0.3
H 4.9595 -8.1507 -5.7519 0.1 0.1 0.0
H 5.8873 -10.9335 -6.5999 -0.3 -0.1 -0.3
H 7.3669 -9.7030 -8.3034 0.3 -0.2 0.3
H 6.5674 -8.1995 -7.8186 0.1 0.3 0.1
H 4.6882 -9.4309 -10.6489 0.1 0.0 -0.1
H 6.4604 -9.4005 -10.6198 0.3 -0.7 0.3
H 5.5927 -8.0326 -10.0588 -0.1 0.4 -0.1
H 7.8935 -10.1792 -5.6435 -0.1 -0.7 -0.3
H 7.3383 -8.7431 -5.5353 -0.2 0.6 0.5
C 1.7013 3.1837 8.1435 -0.6 0.1 -0.3
C 2.4181 1.8677 8.4351 1.0 0.0 -0.1
C 3.5771 2.1001 9.4791 -0.2 -0.8 -2.0
O 4.2213 0.8447 9.7921 -0.2 0.6 1.5
C 4.9127 0.2061 8.7432 -0.6 0.1 -0.7
N 1.6301 0.6852 8.8240 -0.3 0.8 0.6
H 2.3449 4.0058 7.8307 0.6 -0.3 0.0
H 1.1454 3.6210 8.9728 0.0 -0.4 0.5
H 0.9678 3.1156 7.3400 0.0 -0.4 -0.1
H 2.8594 1.4481 7.5311 0.4 0.8 -0.4
H 3.1128 2.6143 10.3206 0.5 -0.6 0.6
H 4.3438 2.7364 9.0371 0.0 0.4 0.0
H 5.5080 -0.6524 9.0543 -0.1 0.3 0.8
H 5.5796 0.8766 8.2012 0.0 0.2 -0.1
H 4.1642 -0.2089 8.0683 0.1 0.0 -0.5
H 2.3640 0.1818 9.3015 0.0 -1.0 0.1
H 1.0459 0.9299 9.6107 -0.6 0.2 0.2
C 0.6161 -5.0946 -8.9122 0.0 -1.3 -0.9
C -0.0382 -3.8004 -9.2642 0.4 0.5 1.0
C -0.4094 -3.0375 -7.9840 -0.4 -1.3 0.0
O -1.0242 -1.9170 -8.4629 -1.7 2.6 -0.3
C -1.3923 -0.9676 -7.4666 2.1 0.1 0.7
N 0.8011 -2.9896 -10.1355 -0.1 0.3 -0.3
H 1.5600 -4.9663 -8.3824 -0.2 0.0 0.4
H 0.8633 -5.6829 -9.7959 0.2 0.3 -0.4
H -0.0908 -5.7739 -8.4358 0.2 0.2 0.7
H -1.0044 -3.9281 -9.7522 0.1 -0.3 -0.3
H 0.4083 -2.8498 -7.2881 0.6 0.3 -0.1
H -1.1496 -3.5975 -7.4126 -0.1 -0.5 0.2
H -1.7891 -0.0060 -7.7922 -0.6 -0.7 -0.8
H -0.4331 -0.6529 -7.0555 0.3 0.2 0.5
H -1.9141 -1.3750 -6.6008 -0.6 -0.3 -0.3
H 0.3696 -2.0765 -10.1535 -0.3 0.2 -0.4
H 1.6911 -2.7761 -9.7084 0.4 -0.4 0.3
```
Positions in Å, forces in eV/Å.

**LUMO**: -3.558 eV
**F_max**: 4.04 eV/Å
**2S+1**: 1
**Orbital gap**: 3.147 eV
**ΔE to the lowest compared entry with this formula, charge and spin**: 0.00 kcal per mole
**Molar mass**: 1142.33 u

***

No. 2
The following is a quantum chemistry calculation of a structure of composition C6H9N3 at a distorted geometry, from the Open Molecules 2025 dataset.

```
18
Properties=species:S:1:pos:R:3:forces:R:3
C -1.8784 -0.7339 0.5163 0.6 -0.5 -0.6
C -0.8287 -1.5060 0.2600 0.0 -0.7 0.1
C 1.2245 0.3893 -1.5897 0.2 0.6 -0.2
C -0.5160 1.0530 -0.1423 0.3 -4.0 0.8
C 0.3620 1.6048 -1.0890 0.1 2.4 -2.0
C 1.1067 -0.7122 1.4255 5.8 0.5 -0.9
N 1.0947 -0.6920 -0.9821 1.9 -1.2 -1.0
N -1.6625 0.6559 0.2289 0.2 1.8 0.7
N 0.3865 -0.6909 0.1364 -3.4 3.1 0.8
H -2.8572 -1.0268 0.7985 -0.7 -0.2 0.1
H -0.7788 -2.6342 0.2388 0.1 1.5 0.3
H 1.8629 0.4425 -2.4801 -0.3 0.2 0.3
H 0.8809 2.5933 -0.8516 -0.2 -1.4 0.0
H -0.2554 1.9129 -2.0176 0.6 -0.4 1.2
H 1.7952 0.2111 1.6443 -1.4 -1.1 -1.2
H 0.4821 -0.7206 2.2704 -1.0 -1.0 0.8
H 1.9809 -1.5041 1.2438 -2.3 1.0 1.1
H -2.3992 1.3579 0.3894 -0.3 -0.4 -0.3
```
Positions in Å, forces in eV/Å.

**LUMO**: -10.620 eV
**F_max**: 5.88 eV/Å
**Net charge**: +2
**2S+1**: 1
**Orbital gap**: 9.116 eV
**ΔE to the lowest compared entry with this formula, charge and spin**: 70.96 kcal per mole
**Molar mass**: 123.16 u

***

No. 3
The following is a quantum chemistry calculation of a cluster of 2 separate species, C4H11PS in total at a distorted geometry, from the Open Molecules 2025 dataset.

```
17
Properties=species:S:1:pos:R:3:forces:R:3
C -2.8082 -1.0853 -0.1822 -0.7 -2.5 5.0
C 2.2948 1.5705 0.6439 2.9 2.0 -0.7
C -1.5832 -0.5038 0.5661 0.4 -0.5 0.9
C 1.6264 0.9082 -0.5008 -1.9 -1.4 1.7
P 1.9546 -0.8328 -0.7000 -0.9 -1.3 -0.5
S -1.0001 1.0716 -0.0171 1.4 0.5 -0.4
H -2.8874 -2.2508 -0.0236 0.3 2.1 -0.1
H -3.7861 -0.7002 0.1854 0.8 0.1 -0.6
H -2.6207 -0.9508 -1.1473 0.2 0.8 -4.3
H 3.4924 1.4362 0.6430 -2.6 -0.7 0.1
H 1.8623 1.3059 1.6214 0.4 0.4 -0.4
H 2.3613 2.6685 0.3706 -0.9 -0.9 1.1
H -0.7162 -1.1885 0.4093 -0.5 0.1 0.0
H -1.6698 -0.4303 1.6765 -0.3 -0.3 -0.8
H 1.3196 1.4751 -1.3235 0.0 0.8 -1.2
H 1.4455 -0.9995 -2.0268 0.2 0.1 0.2
H 0.7147 -1.4940 -0.1949 1.1 0.6 -0.1
```
Positions in Å, forces in eV/Å.

**LUMO (spin up / spin down)**: -0.787 / -1.065 eV
**F_max**: 5.63 eV/Å
**2S+1**: 1
**Orbital gap (spin up / spin down)**: 7.629 / 7.177 eV
**ΔE to the lowest compared entry with this formula, charge and spin**: 87.03 kcal per mole
**Molar mass**: 122.17 u

***

No. 4
The following is a quantum chemistry calculation of a cluster of 7 separate species, C31H32Cl2N6 in total, from the Open Molecules 2025 dataset.

```
71
Properties=species:S:1:pos:R:3:forces:R:3
C -2.7166 6.1924 4.0373 -0.1 0.1 0.1
C -1.4042 6.2841 4.4698 0.1 0.1 -0.1
C -0.5163 5.2867 4.1025 0.2 0.0 0.1
N -0.8502 4.2138 3.3925 -0.1 -0.1 0.0
C -2.1260 4.1125 3.0263 0.0 0.0 0.3
C -3.0881 5.0753 3.3204 0.0 -0.4 -0.5
H -3.4320 6.9776 4.2461 0.0 0.0 0.1
H -1.0556 7.1271 5.0508 0.0 0.0 0.0
H 0.5302 5.3562 4.3844 0.0 0.0 0.1
H -2.4056 3.2105 2.4946 0.0 0.1 -0.1
H -4.0810 4.9352 2.9121 -0.1 0.1 0.2
C 4.2454 0.2402 -2.4803 0.0 -0.1 0.1
C 3.9915 1.5751 -2.7540 0.1 0.2 0.1
C 3.0119 1.8792 -3.6795 -0.4 -0.1 -0.5
N 2.2719 0.9591 -4.3057 0.0 0.1 0.1
C 2.5095 -0.3128 -4.0177 0.1 -0.3 -0.2
C 3.5059 -0.7234 -3.1440 0.0 0.0 0.3
H 4.9870 -0.0485 -1.7454 0.1 0.1 -0.1
H 4.5374 2.3710 -2.2647 0.0 0.0 0.0
H 2.7781 2.8935 -3.9854 0.2 0.1 0.3
H 1.8890 -1.0633 -4.4966 0.0 0.1 0.0
H 3.6546 -1.7786 -2.9542 0.0 0.0 0.0
C -2.7143 -6.4520 1.0669 -0.1 -0.1 0.1
C -3.3079 -5.4334 0.3432 0.3 0.2 -0.3
C -3.0429 -4.1219 0.7181 -0.2 -0.1 -0.4
N -2.2768 -3.7812 1.7386 0.1 0.1 0.2
C -1.7363 -4.7698 2.4481 0.0 0.0 0.1
C -1.9371 -6.1127 2.1628 0.2 0.0 -0.1
H -2.8367 -7.4940 0.7989 -0.1 0.0 0.0
H -3.8838 -5.6044 -0.5570 -0.1 -0.2 0.1
H -3.4536 -3.3115 0.1208 0.0 0.0 0.1
H -1.1104 -4.4535 3.2755 0.0 -0.1 0.0
H -1.4434 -6.8834 2.7394 0.0 0.1 0.1
C 0.0733 -5.7368 -2.4150 -0.2 -0.1 0.0
C -0.6650 -4.5693 -2.5060 0.0 0.2 -0.2
C -0.0898 -3.4750 -3.1369 -0.2 0.0 -0.3
N 1.1373 -3.4822 -3.6491 0.0 0.1 -0.1
C 1.8309 -4.6088 -3.5573 0.2 -0.1 0.2
C 1.3522 -5.7595 -2.9444 0.1 0.0 -0.2
H -0.3809 -6.6169 -1.9752 0.2 0.0 0.1
H -1.6872 -4.5157 -2.1565 0.0 0.0 0.1
H -0.6549 -2.5662 -3.3198 0.0 0.0 0.3
H 2.8263 -4.5842 -3.9885 0.0 -0.1 0.0
H 1.9717 -6.6460 -2.9421 -0.1 0.0 0.1
C -0.7218 -1.0373 -0.6695 -0.3 0.2 0.4
C -1.7173 -0.3518 0.0163 -0.3 -0.3 -0.3
C -1.6324 1.0230 0.1216 0.1 0.2 0.0
N -0.6132 1.7254 -0.3715 -0.3 0.2 0.1
C 0.3410 1.0601 -1.0037 0.4 0.2 0.2
C 0.3517 -0.3162 -1.1575 -0.2 -0.3 -0.6
H -0.8310 -2.1066 -0.7888 0.3 -0.1 0.0
H -2.5775 -0.8907 0.3953 0.1 0.1 0.2
H -2.4007 1.6117 0.6090 -0.1 -0.1 0.1
H 1.1628 1.6770 -1.3565 0.0 -0.2 -0.2
H 1.1197 -0.8002 -1.7459 0.1 0.0 0.1
C 2.3658 2.4958 1.4150 -0.3 0.6 0.1
C 2.8062 3.5134 2.2516 0.4 -0.2 0.1
C 4.1490 3.5433 2.6045 -0.1 0.2 0.1
N 5.0549 2.6757 2.1622 0.0 0.0 0.0
C 4.6186 1.7259 1.3416 0.0 0.0 -0.2
C 3.2941 1.5951 0.9353 0.2 -0.3 0.1
H 1.3178 2.4791 1.1395 0.0 -0.2 -0.1
H 2.1398 4.2661 2.6433 -0.2 0.0 0.0
H 4.5102 4.3107 3.2835 0.0 0.0 -0.1
H 5.3769 1.0446 0.9655 -0.1 0.0 0.0
H 3.0151 0.7857 0.2726 0.0 0.0 0.0
Cl -3.5930 4.0451 -0.3252 0.0 0.0 0.0
C -5.1638 3.2366 -0.3092 0.2 0.0 0.0
Cl -5.5024 2.4854 1.2608 0.0 0.0 0.0
H -5.9294 3.9724 -0.5156 -0.1 0.0 0.0
H -5.1489 2.4461 -1.0483 0.0 0.0 -0.1
```
Positions in Å, forces in eV/Å.

**LUMO**: 0.538 eV
**F_max**: 0.72 eV/Å
**2S+1**: 1
**Orbital gap**: 9.791 eV
**ΔE to the lowest compared entry with this formula, charge and spin**: 0.00 kcal per mole
**Structure (SMILES)**: c1ccncc1.c1ccncc1.c1ccncc1.c1ccncc1.c1ccncc1.c1ccncc1.ClCCl
**Molar mass**: 559.55 u